[1]
Entry from OMol25: 2 unconnected molecules or ions with the total composition C5H11O2S in a non-equilibrium geometry (ωB97M-V/def2-TZVPD).

Charge: -1
Orbital gap in eV: 6.59
E_HOMO in eV: -3.6

Cartesian coordinates (Å):
C1 1.078 -2.235 -0.256
C2 0.606 -0.864 -0.582
C3 1.008 -0.796 2.645
S1 1.233 -2.282 1.563
H1 0.500 -3.094 -0.753
H2 2.076 -2.536 -0.650
H3 0.522 -0.591 -1.664
H4 1.197 -0.065 -0.203
H5 1.133 0.163 2.053
H6 -0.100 -0.813 2.864
H7 1.450 -1.094 3.510
H8 -0.504 -0.809 -0.477
C4 -1.913 1.585 -1.127
C5 -0.874 2.807 -1.083
O1 -0.006 2.925 -0.243
O2 -0.842 3.475 -2.167
H9 -1.893 0.938 -0.257
H10 -1.760 1.127 -2.090
H11 -2.912 2.157 -1.083

Cartesian forces (eV/Å) of the 3 atoms listed first:
C 0.8 -0.8 -0.9
C -2.2 0.3 -3.3
C -4.4 1.2 -4.7

Löwdin population analysis, charges in e, atoms 1 to 6: number 1, C, carries -0.586; number 2, C, carries -0.222; number 3, C, carries -0.378; number 4, S, carries 0.733; number 5, H, carries 0.092; number 6, H, carries 0.055

---

[2]
Entry from OMol25: 10 unconnected molecules or ions with the total composition C5H30N2O10 in a non-equilibrium geometry (ωB97M-V/def2-TZVPD).

Orbital gap in eV: 8.71
E_HOMO in eV: -8.5

Cartesian coordinates (Å):
C1 -2.769 -0.110 -1.010
C2 -1.510 0.012 -1.483
N1 -1.204 -0.289 -2.831
C3 -0.351 0.340 -0.613
C4 0.395 -0.957 -0.174
N2 -0.475 -1.855 0.625
C5 1.684 -0.603 0.632
O1 1.366 0.204 1.746
H1 -3.631 -0.340 -1.604
H2 -3.040 0.032 -0.002
H3 -1.933 -0.210 -3.470
H4 -0.388 0.187 -3.177
H5 0.349 0.989 -1.141
H6 -0.674 0.939 0.257
H7 0.722 -1.524 -1.079
H8 -1.033 -1.339 1.181
H9 -1.021 -2.435 -0.008
H10 2.131 -1.579 0.972
H11 2.342 0.030 0.051
H12 1.017 -0.343 2.469
O2 -0.991 -3.232 -1.980
H13 -0.995 -2.331 -2.407
H14 -1.607 -3.725 -2.453
O3 1.786 2.606 0.645
H15 1.621 1.771 1.088
H16 2.277 3.147 1.256
O4 2.700 2.551 -1.873
H17 3.585 2.154 -1.794
H18 2.348 2.522 -0.922
O5 0.323 -1.511 3.414
H19 -0.593 -1.205 3.428
H20 0.340 -2.136 2.751
O6 1.132 -4.300 -0.066
H21 0.810 -3.665 0.550
H22 0.552 -4.196 -0.827
O7 0.814 1.713 -3.584
H23 0.616 2.496 -4.068
H24 1.508 1.968 -3.017
O8 -2.110 -0.474 2.929
H25 -2.898 -0.324 3.469
H26 -1.787 0.445 2.766
O9 -0.719 1.733 2.497
H27 -0.895 2.406 1.831
H28 0.088 1.246 2.216
O10 -0.779 3.397 0.408
H29 -1.120 3.119 -0.432
H30 0.173 3.330 0.333

Cartesian forces (eV/Å) of the 3 atoms listed first:
C 0.8 0.2 -0.8
C -1.8 -0.1 -0.4
N 1.5 -0.6 1.7

Löwdin population analysis, charges in e, atoms 1 to 6: number 1, C, carries 0.053; number 2, C, carries -0.395; number 3, N, carries 0.098; number 4, C, carries -0.115; number 5, C, carries -0.293; number 6, N, carries 0.084

---

Results for relative energy (zero: lowest compared OMol25 entry of this formula, charge and spin): 54.2, 24.8 (in kcal per mole, following the order of the records).